--- 1 ---
# C17H26N6O3S

A molecular structure, C17H26N6O3S (ωB97M-V with the def2-TZVPD basis set, the Open Molecules 2025 dataset).

Atoms and positions in Å:
S  0.100  0.166  -1.898
O  -5.335  -0.731  -1.126
O  -2.909  3.142  -0.855
O  -1.813  -0.849  1.859
N  2.622  -0.259  1.557
N  -0.385  1.327  1.910
N  2.590  0.334  -2.608
N  -3.500  -0.724  0.281
N  -4.113  1.087  -0.741
N  2.108  -0.971  -0.843
C  2.350  1.279  -3.610
C  -2.994  1.985  -0.513
C  -2.081  -2.723  -1.040
C  3.699  -0.629  0.974
C  -2.843  -3.054  -0.186
C  1.082  -1.336  0.197
C  -2.340  -0.150  0.941
C  3.315  -1.482  -0.309
C  -1.027  2.051  1.083
C  1.572  -1.346  1.746
C  -2.109  1.217  0.563
C  2.149  1.190  1.479
C  -0.637  3.229  0.765
C  1.078  1.338  2.352
C  -3.672  -1.994  0.586
C  1.632  -0.122  -1.607
C  -4.325  -0.263  -0.796
H  -4.465  1.538  -1.560
H  -0.514  3.141  -0.629
H  1.446  1.904  -3.714
H  2.139  0.616  -4.396
H  0.807  -2.507  0.087
H  1.040  2.715  2.772
H  3.273  1.870  -3.833
H  -1.752  -1.642  -1.514
H  3.013  1.780  1.376
H  -1.550  -3.432  -1.707
H  0.111  -0.924  -0.011
H  3.308  -2.560  -0.135
H  0.863  -1.015  2.300
H  2.203  -2.259  2.024
H  1.709  1.260  0.701
H  3.412  -0.031  -2.383
H  4.321  0.519  0.572
H  -1.299  3.779  0.739
H  -3.141  -4.031  0.033
H  4.047  -1.421  -1.220
H  4.505  -1.348  1.505
H  -0.609  0.238  2.416
H  -3.776  -2.173  1.730
H  0.355  3.418  0.977
H  1.203  1.022  3.414
H  -4.862  -2.169  0.295

Its spin multiplicity is 1. The gap between HOMO and LUMO comes out at 0.292 Ha. For the LUMO energy, the calculation gives 0.04 eV. As for the net charge: 0.

For each atom in turn, the natural (NBO) charge in e is:
1 S -0.23
2 O -0.55
3 O -0.60
4 O -0.69
5 N -0.50
6 N -0.57
7 N -0.61
8 N -0.51
9 N -0.67
10 N -0.45
11 C -0.44
12 C 0.72
13 C -0.41
14 C -0.13
15 C -0.20
16 C -0.29
17 C 0.67
18 C -0.26
19 C 0.36
20 C -0.19
21 C -0.40
22 C -0.25
23 C -0.61
24 C -0.20
25 C -0.25
26 C 0.27
27 C 0.82
28 H 0.39
29 H 0.28
30 H 0.25
31 H 0.20
32 H 0.20
33 H 0.17
34 H 0.20
35 H 0.21
36 H 0.23
37 H 0.20
38 H 0.29
39 H 0.22
40 H 0.19
41 H 0.21
42 H 0.18
43 H 0.37
44 H 0.17
45 H 0.23
46 H 0.21
47 H 0.20
48 H 0.17
49 H 0.49
50 H 0.23
51 H 0.23
52 H 0.25
53 H 0.23



--- 2 ---
# C17H26N6O3S

C17H26N6O3S in the gas phase (ωB97M-V with the def2-TZVPD basis set, the Open Molecules 2025 dataset).

Atoms and positions in Å:
S  0.392  -1.662  -1.641
O  -0.365  1.708  1.378
O  -2.609  0.952  -2.685
O  1.788  1.892  -2.579
N  0.662  1.939  -0.603
N  -2.330  0.023  1.498
N  -0.541  -2.190  2.538
N  -0.446  1.514  -2.578
N  1.568  -2.430  0.627
N  2.623  -0.787  -0.669
C  0.534  -3.443  0.729
C  0.529  -1.210  2.459
C  -1.551  0.962  -0.534
C  -1.637  1.117  -1.976
C  -3.508  -0.633  -0.514
C  0.746  1.780  -1.972
C  -2.842  -1.052  2.309
C  -1.748  -1.716  3.186
C  1.582  -1.632  -0.483
C  1.814  -1.863  1.942
C  0.706  4.747  -0.107
C  1.686  3.977  0.321
C  3.966  -0.960  -0.163
C  -2.448  0.156  0.181
C  1.811  2.501  0.084
C  -0.770  -2.850  1.264
C  -0.430  1.563  0.154
H  2.690  2.304  -0.536
H  -4.393  -0.721  0.111
H  -3.611  -0.666  2.990
H  -1.147  -2.160  0.497
H  4.067  -1.941  0.299
H  0.361  -3.873  -0.257
H  2.118  -2.677  2.605
H  -0.435  1.466  -3.591
H  0.295  -0.375  1.787
H  2.601  -1.114  1.906
H  -1.637  0.644  1.929
H  -0.122  4.363  -0.680
H  -2.225  -2.579  3.665
H  -1.498  -3.650  1.417
H  1.919  1.988  1.045
H  -1.447  -1.020  3.971
H  0.905  -4.216  1.407
H  -3.297  -1.809  1.672
H  2.504  4.391  0.897
H  4.216  -0.186  0.570
H  -3.135  -1.630  -0.752
H  0.686  5.803  0.103
H  0.706  -0.812  3.461
H  -3.770  -0.152  -1.450
H  4.675  -0.887  -0.988
H  2.542  -0.229  -1.510

Its spin multiplicity is 1. The gap between HOMO and LUMO comes out at 0.310 Ha. For the LUMO energy, the calculation gives 0.60 eV. As for the net charge: 0.

For each atom in turn, the natural (NBO) charge in e is:
1 S -0.28
2 O -0.67
3 O -0.62
4 O -0.63
5 N -0.48
6 N -0.56
7 N -0.46
8 N -0.64
9 N -0.46
10 N -0.62
11 C -0.23
12 C -0.23
13 C -0.44
14 C 0.70
15 C -0.71
16 C 0.82
17 C -0.25
18 C -0.21
19 C 0.31
20 C -0.22
21 C -0.39
22 C -0.17
23 C -0.42
24 C 0.44
25 C -0.27
26 C -0.25
27 C 0.70
28 H 0.24
29 H 0.22
30 H 0.21
31 H 0.19
32 H 0.21
33 H 0.24
34 H 0.21
35 H 0.43
36 H 0.19
37 H 0.21
38 H 0.45
39 H 0.19
40 H 0.20
41 H 0.20
42 H 0.23
43 H 0.20
44 H 0.20
45 H 0.21
46 H 0.20
47 H 0.19
48 H 0.25
49 H 0.20
50 H 0.20
51 H 0.29
52 H 0.21
53 H 0.43



Most stable: 2. Least stable: 1.



--- 1 ---
# C23H43CaCl2N4O6Si

A molecular structure, C23H43CaCl2N4O6Si (ωB97M-V with the def2-TZVPD basis set, the Open Molecules 2025 dataset).

Atoms and positions in Å:
Ca  -0.600  -0.019  0.326
Cl  -4.147  -3.737  -0.723
Cl  -2.934  -1.045  0.572
Si  -4.594  -3.691  1.329
O  1.232  1.557  0.170
O  -0.557  0.057  2.660
O  0.806  -2.136  0.371
O  -0.335  -0.215  -1.948
O  2.601  -1.225  1.199
O  -1.742  1.988  -0.285
N  -0.603  -0.778  4.772
N  1.970  -2.240  0.852
N  -2.210  1.956  -2.539
N  3.405  2.142  -0.261
C  -0.663  -0.910  3.443
C  4.771  1.782  -0.622
C  2.674  2.244  -3.798
C  1.735  0.109  -3.158
C  -0.541  0.555  5.357
C  -0.614  -1.925  5.672
C  -5.945  -5.030  1.533
C  2.949  -0.511  -3.434
C  3.901  1.623  -4.047
C  -5.595  -2.165  1.804
C  -3.039  0.758  -2.576
C  -1.070  -2.508  -3.779
C  0.524  -0.788  -2.802
C  -3.095  -4.220  2.332
C  3.128  3.550  -0.014
C  -0.233  -1.297  -4.037
C  -1.597  2.428  -1.434
C  4.034  0.243  -3.862
C  -0.894  -0.958  -6.463
C  -1.915  2.556  -3.828
C  -0.148  -0.643  -5.207
C  2.398  1.262  -0.169
C  1.598  1.493  -3.314
H  -1.197  1.941  -4.393
H  0.643  1.967  -3.050
H  -3.234  0.370  -1.567
H  -0.204  -1.321  -7.241
H  4.755  2.212  -4.393
H  5.466  2.111  0.166
H  3.179  4.120  -0.955
H  -0.812  -1.943  3.071
H  -2.821  -5.241  2.032
H  -2.220  -3.567  2.188
H  -2.525  -0.015  -3.170
H  -5.749  -2.106  2.890
H  0.251  0.579  6.110
H  -3.334  -4.264  3.407
H  4.859  0.697  -0.743
H  -3.977  1.012  -3.090
H  0.186  -1.810  6.414
H  0.543  0.196  -5.304
H  -1.570  -2.002  6.211
H  -6.843  -4.713  0.986
H  4.985  -0.247  -4.061
H  0.924  -1.692  -2.300
H  -0.920  3.281  -1.656
H  -1.681  -2.373  -2.874
H  -1.727  -2.751  -4.620
H  3.863  3.942  0.701
H  -6.587  -2.263  1.340
H  2.550  3.319  -3.982
H  -2.844  2.638  -4.404
H  2.119  3.600  0.397
H  -1.685  -1.709  -6.336
H  -1.482  3.549  -3.655
H  5.066  2.260  -1.567
H  -1.486  0.802  5.858
H  -0.417  -3.377  -3.606
H  -5.132  -1.228  1.464
H  -5.628  -5.988  1.109
H  -0.344  1.269  4.557
H  -6.227  -5.198  2.582
H  3.022  -1.593  -3.317
H  -1.348  -0.039  -6.865
H  2.662  0.218  -0.412
H  -0.454  -2.842  5.091

Its spin multiplicity is 1. The gap between HOMO and LUMO comes out at 0.258 Ha. For the LUMO energy, the calculation gives 2.49 eV. As for the net charge: -1.

For each atom in turn, the Löwdin charge in e is:
1 Ca 1.15
2 Cl 0.24
3 Cl -0.07
4 Si 0.09
5 O -0.12
6 O -0.15
7 O -0.25
8 O -0.35
9 O -0.18
10 O -0.13
11 N -0.18
12 N -0.30
13 N -0.17
14 N -0.17
15 C -0.28
16 C -0.05
17 C -0.10
18 C -0.17
19 C -0.03
20 C -0.05
21 C -0.25
22 C -0.04
23 C -0.13
24 C -0.27
25 C -0.04
26 C -0.04
27 C -0.46
28 C -0.22
29 C -0.04
30 C -0.23
31 C -0.32
32 C -0.10
33 C -0.11
34 C -0.06
35 C -0.14
36 C -0.30
37 C -0.04
38 H 0.08
39 H 0.10
40 H 0.02
41 H 0.07
42 H 0.09
43 H 0.08
44 H 0.09
45 H 0.13
46 H 0.03
47 H 0.00
48 H 0.08
49 H 0.03
50 H 0.09
51 H 0.03
52 H 0.10
53 H 0.09
54 H 0.09
55 H 0.10
56 H 0.09
57 H 0.02
58 H 0.09
59 H 0.12
60 H 0.14
61 H 0.08
62 H 0.06
63 H 0.08
64 H 0.02
65 H 0.10
66 H 0.09
67 H 0.08
68 H 0.06
69 H 0.08
70 H 0.07
71 H 0.09
72 H 0.09
73 H -0.06
74 H 0.01
75 H 0.09
76 H 0.02
77 H 0.12
78 H 0.06
79 H 0.12
80 H 0.09



--- 2 ---
# C23H43CaCl2N4O6Si

A molecular structure, C23H43CaCl2N4O6Si (ωB97M-V with the def2-TZVPD basis set, the Open Molecules 2025 dataset).

Atoms and positions in Å:
Ca  0.682  0.353  0.370
Cl  -1.666  -7.319  -0.481
Cl  0.274  -1.924  0.168
Si  0.099  -7.138  0.647
O  1.992  0.258  -1.501
O  2.285  -0.093  1.648
O  -0.473  0.477  2.146
O  1.159  2.357  0.820
O  -0.876  0.937  -0.495
O  3.751  1.175  -0.596
N  1.747  4.461  0.204
N  3.235  0.690  -1.555
N  -2.723  0.659  1.784
N  4.080  -1.388  2.154
C  1.549  5.022  1.524
C  4.299  -0.769  3.445
C  -3.859  1.541  1.627
C  -1.543  5.001  -1.218
C  -2.181  -0.884  -2.498
C  -2.897  -0.710  1.332
C  3.078  -1.004  1.358
C  -1.084  1.273  -1.837
C  -3.513  1.250  -2.428
C  -1.498  3.629  -1.018
C  -0.714  3.323  -3.255
C  -1.527  1.135  2.102
C  4.975  -2.454  1.761
C  -0.748  4.695  -3.459
C  -0.397  -6.613  2.369
C  -1.171  5.541  -2.442
C  -4.846  0.704  -2.815
C  -1.097  2.771  -2.037
C  1.159  -5.848  -0.188
C  1.511  3.174  -0.048
C  2.123  5.369  -0.859
C  0.927  -8.811  0.650
C  -2.365  0.584  -2.288
H  -1.762  3.198  -0.064
H  -1.615  -1.064  -3.415
H  1.169  -9.135  -0.361
H  2.188  4.827  -1.796
H  1.403  -6.136  -1.209
H  4.930  -3.275  2.476
H  -0.447  5.106  -4.414
H  -0.923  -5.660  2.355
H  -3.116  -1.432  -2.575
H  -3.670  -1.194  1.930
H  1.373  6.150  -0.972
H  -0.272  0.874  -2.454
H  -1.871  5.653  -0.417
H  -1.590  -1.311  -1.689
H  -4.720  1.146  2.163
H  6.003  -2.094  1.713
H  -3.495  2.323  -2.265
H  5.285  -0.304  3.481
H  2.096  -5.710  0.353
H  0.482  -6.500  3.005
H  -4.850  -0.376  -2.933
H  -5.186  1.139  -3.758
H  -1.053  -7.347  2.832
H  0.716  5.726  1.514
H  -1.531  2.202  2.365
H  -3.195  -0.704  0.287
H  1.855  -8.781  1.222
H  -1.206  6.611  -2.601
H  3.087  5.830  -0.644
H  -3.625  2.527  2.018
H  0.652  -4.885  -0.228
H  4.692  -2.829  0.783
H  -1.958  -1.242  1.417
H  -0.388  2.666  -4.052
H  0.286  -9.569  1.096
H  1.334  4.218  2.218
H  -4.109  1.631  0.570
H  4.239  -1.516  4.236
H  -5.607  0.961  -2.073
H  1.669  2.864  -1.080
H  2.995  -1.548  0.420
H  3.539  -0.014  3.604
H  2.446  5.550  1.846

Its spin multiplicity is 1. The gap between HOMO and LUMO comes out at 0.252 Ha. For the LUMO energy, the calculation gives 2.57 eV. As for the net charge: -1.

For each atom in turn, the Löwdin charge in e is:
1 Ca 1.00
2 Cl 0.26
3 Cl -0.04
4 Si 0.12
5 O -0.32
6 O -0.18
7 O -0.16
8 O -0.13
9 O -0.45
10 O -0.12
11 N -0.16
12 N -0.28
13 N -0.17
14 N -0.17
15 C -0.03
16 C -0.04
17 C -0.05
18 C -0.10
19 C -0.05
20 C -0.03
21 C -0.33
22 C -0.39
23 C -0.13
24 C -0.04
25 C -0.03
26 C -0.32
27 C -0.05
28 C -0.10
29 C -0.22
30 C -0.13
31 C -0.11
32 C -0.18
33 C -0.21
34 C -0.28
35 C -0.05
36 C -0.23
37 C -0.23
38 H 0.10
39 H 0.09
40 H 0.03
41 H 0.09
42 H 0.03
43 H 0.08
44 H 0.09
45 H 0.03
46 H 0.06
47 H 0.09
48 H 0.08
49 H 0.13
50 H 0.09
51 H 0.03
52 H 0.08
53 H 0.08
54 H 0.10
55 H 0.09
56 H 0.03
57 H 0.03
58 H 0.05
59 H 0.07
60 H 0.02
61 H 0.09
62 H 0.14
63 H 0.09
64 H 0.03
65 H 0.09
66 H 0.08
67 H 0.08
68 H -0.01
69 H 0.09
70 H 0.03
71 H 0.12
72 H 0.02
73 H 0.09
74 H 0.08
75 H 0.08
76 H 0.06
77 H 0.13
78 H 0.10
79 H 0.09
80 H 0.09



Most stable: 1. Least stable: 2.



--- 1 ---
# C6H12OS

C6H12OS in the gas phase (ωB97M-V with the def2-TZVPD basis set, the Open Molecules 2025 dataset).

Atoms and positions in Å:
S  -0.696  1.599  1.754
O  -0.077  -0.878  -1.272
C  1.276  -0.371  -1.195
C  -0.978  -0.009  -0.489
C  -0.072  0.229  0.710
C  1.281  0.442  0.065
C  2.217  -1.535  -1.246
C  -2.169  -0.907  -0.350
H  1.332  0.359  -2.023
H  1.353  1.520  -0.067
H  -0.033  -0.749  1.318
H  -1.152  0.961  2.855
H  2.067  0.159  0.748
H  3.232  -1.135  -1.022
H  -2.429  -1.304  -1.301
H  -1.127  0.904  -1.075
H  2.177  -1.982  -2.198
H  -3.039  -0.380  0.113
H  -1.898  -1.751  0.271
H  1.934  -2.264  -0.478

Its spin multiplicity is 1. The gap between HOMO and LUMO comes out at 0.366 Ha. For the LUMO energy, the calculation gives 0.83 eV. As for the net charge: 0.

For each atom in turn, the natural (NBO) charge in e is:
1 S -0.06
2 O -0.56
3 C 0.09
4 C 0.08
5 C -0.33
6 C -0.45
7 C -0.61
8 C -0.62
9 H 0.17
10 H 0.21
11 H 0.23
12 H 0.14
13 H 0.22
14 H 0.21
15 H 0.23
16 H 0.18
17 H 0.22
18 H 0.21
19 H 0.21
20 H 0.22



--- 2 ---
# C6H12OS

2 unconnected molecules or ions with the total composition C6H12OS (ωB97M-V with the def2-TZVPD basis set, the Open Molecules 2025 dataset).

Atoms and positions in Å:
S  -2.922  0.501  0.788
O  -4.022  -0.415  0.048
C  0.719  -1.129  0.258
C  0.746  -2.332  0.762
C  0.212  1.300  0.668
C  0.123  1.966  -0.702
C  -0.187  -0.093  0.750
C  1.556  -0.810  -0.954
H  0.942  -0.295  -1.676
H  -0.435  2.858  -0.685
H  1.495  -3.018  0.435
H  0.128  -2.705  1.682
H  1.340  1.496  0.903
H  -0.469  1.231  -1.364
H  -0.326  1.914  1.413
H  2.396  -0.102  -0.675
H  1.155  2.147  -1.116
H  2.113  -1.751  -1.333
H  -0.704  -0.434  1.748
H  -3.859  -0.328  -0.951

Its spin multiplicity is 1. The gap between HOMO and LUMO (spin up / spin down) comes out at 0.309 / 0.247 Ha. For the LUMO energy (spin up / spin down), the calculation gives -0.28 / -0.95 eV. As for the net charge: 0.

For each atom in turn, the natural (NBO) charge in e is:
1 S 0.29
2 O -0.82
3 C -0.11
4 C -0.33
5 C -0.51
6 C -0.60
7 C -0.10
8 C -0.64
9 H 0.23
10 H 0.22
11 H 0.19
12 H 0.20
13 H 0.22
14 H 0.20
15 H 0.22
16 H 0.21
17 H 0.21
18 H 0.22
19 H 0.22
20 H 0.49



--- 3 ---
# C6H12OS

C6H12OS in the gas phase (ωB97M-V with the def2-TZVPD basis set, the Open Molecules 2025 dataset).

Atoms and positions in Å:
S  -0.386  0.890  -2.493
O  -0.137  -2.022  -1.460
C  0.437  -1.104  -0.541
C  0.445  1.525  0.143
C  -0.272  0.514  -0.775
C  -1.686  0.430  -0.190
C  1.105  -1.451  1.745
C  0.129  -1.524  0.865
H  -0.959  -1.731  1.162
H  1.435  -0.886  -0.638
H  0.958  0.949  -2.985
H  -2.276  1.258  -0.469
H  0.836  0.973  0.938
H  1.340  2.144  -0.399
H  -1.503  0.314  0.888
H  1.993  -0.961  1.413
H  1.199  -1.780  2.769
H  -0.248  -1.568  -2.251
H  -2.242  -0.351  -0.562
H  -0.300  2.169  0.394

Its spin multiplicity is 1. The gap between HOMO and LUMO comes out at 0.350 Ha. For the LUMO energy, the calculation gives 0.67 eV. As for the net charge: 0.

For each atom in turn, the natural (NBO) charge in e is:
1 S -0.03
2 O -0.71
3 C 0.09
4 C -0.62
5 C -0.17
6 C -0.64
7 C -0.39
8 C -0.20
9 H 0.22
10 H 0.16
11 H 0.14
12 H 0.22
13 H 0.22
14 H 0.20
15 H 0.22
16 H 0.18
17 H 0.21
18 H 0.48
19 H 0.22
20 H 0.21



Most stable: 1. Least stable: 2.